C11H19ClCrF6NO15S2 | ωB97M-V with the def2-TZVPD basis set

* frontier orbital gap (alpha / beta): 0.2513 / 0.3034 hartree
* LUMO energy (alpha / beta): -2.64 / -1.22 eV
* maximum force: 5.0 eV/A
* spin multiplicity: 4
* ΔE to the lowest compared entry with this formula, charge and spin: 1.847 eV

Last column: Mulliken charge in e.
Element x y z (Å)
Cr: 27.283 30.143 31.864  -0.64
C: 30.887 29.010 34.448  0.61
F: 30.309 29.704 35.451  -0.18
F: 32.202 28.921 34.565  -0.19
F: 30.376 27.750 34.392  -0.22
S: 30.508 29.992 32.833  1.34
O: 29.062 30.076 32.751  -0.10
O: 30.977 31.381 33.068  -0.65
O: 31.148 29.235 31.720  -0.76
C: 25.282 34.135 32.367  0.67
F: 24.281 33.299 32.678  -0.15
F: 25.463 34.409 31.107  -0.23
F: 25.121 35.358 33.020  -0.23
S: 26.935 33.309 33.053  1.17
O: 26.779 33.200 34.497  -0.70
O: 26.989 31.925 32.523  -0.59
O: 28.047 34.079 32.608  -0.71
Cl: 23.881 29.731 33.367  1.86
O: 24.935 30.017 32.417  -0.70
O: 24.009 28.330 33.746  -0.69
O: 23.905 30.601 34.476  -0.62
O: 22.657 29.931 32.612  -0.72
C: 25.689 33.062 27.418  -0.55
C: 24.524 32.088 27.272  -0.32
O: 24.536 31.473 28.547  -0.37
C: 25.686 31.739 29.206  0.31
O: 26.156 31.224 30.167  0.20
O: 26.377 32.634 28.538  -0.33
H: 25.393 34.088 27.639  0.35
H: 26.353 32.987 26.557  0.27
H: 24.650 31.290 26.541  0.34
H: 23.708 32.785 27.080  0.28
C: 29.185 32.069 30.076  -1.03
O: 28.577 30.787 30.321  1.29
C: 29.058 29.746 29.536  -0.97
C: 28.613 28.349 30.014  -0.99
N: 27.246 28.487 30.572  0.34
C: 26.792 27.244 31.208  -0.95
C: 27.337 27.128 32.691  -0.73
O: 27.264 28.467 33.252  0.75
C: 27.336 28.545 34.729  -1.29
H: 28.660 32.733 30.763  0.19
H: 28.982 32.436 29.070  0.24
H: 30.267 32.069 30.206  0.42
H: 30.137 29.903 29.540  0.45
H: 28.795 29.942 28.497  0.55
H: 29.278 27.856 30.723  0.47
H: 28.582 27.715 29.128  0.45
H: 26.716 28.420 29.714  0.27
H: 26.861 26.353 30.583  0.38
H: 25.731 27.486 31.262  0.47
H: 28.306 26.674 32.898  0.36
H: 26.586 26.546 33.225  0.47
H: 28.113 28.012 35.277  0.39
H: 26.371 28.281 35.161  0.42
H: 27.454 29.596 34.991  0.31

Atoms 1-3, force components in eV/Å:
0.029 0.928 0.401
-0.847 0.659 -1.255
0.799 -0.977 -0.471

C11H19N2O3 | ωB97M-V with the def2-TZVPD basis set

* charge: +1
* frontier orbital gap: 0.3453 hartree
* LUMO energy: -3.09 eV
* maximum force: 1.4 eV/A
* ΔE to the lowest compared entry with this formula, charge and spin: 0.000 eV

Last column: Mulliken charge in e.
Element x y z (Å)
C: 4.694 -0.623 0.981  -0.93
C: 4.506 -0.721 -0.496  0.68
O: 4.818 -1.668 -1.127  -0.50
O: 3.923 0.368 -1.090  -0.38
C: 2.522 0.148 -1.316  -0.35
C: 1.839 1.488 -1.551  -0.72
C: 0.969 1.979 -0.380  -0.80
C: -0.518 1.672 -0.544  -0.61
C: -0.830 0.208 -0.858  -0.81
N: -2.029 -0.270 -0.158  0.31
C: -2.041 -0.563 1.196  -0.25
C: -3.301 -0.986 1.521  0.13
C: -3.827 -1.406 2.849  -1.27
N: -4.023 -0.941 0.351  -0.02
C: -3.236 -0.511 -0.650  0.27
O: -3.599 -0.317 -1.910  -0.46
H: 3.784 -1.001 1.449  0.24
H: 4.815 0.403 1.310  0.35
H: 5.506 -1.267 1.284  0.34
H: 2.107 -0.311 -0.416  0.26
H: 2.406 -0.530 -2.158  0.25
H: 1.175 1.368 -2.409  0.39
H: 2.567 2.236 -1.840  0.46
H: 1.050 3.062 -0.340  0.27
H: 1.353 1.606 0.568  0.45
H: -0.904 2.303 -1.340  0.31
H: -1.043 1.966 0.362  0.48
H: -0.024 -0.450 -0.554  0.41
H: -0.963 0.058 -1.923  0.36
H: -1.179 -0.457 1.823  0.51
H: -3.015 -1.796 3.446  0.36
H: -4.282 -0.556 3.348  0.30
H: -4.587 -2.171 2.724  0.39
H: -5.001 -1.160 0.238  0.22
H: -3.633 -1.158 -2.387  0.37

Atoms 1-3, force components in eV/Å:
-0.278 0.215 0.143
0.217 0.404 0.421
0.242 -1.123 -0.831

C11H19N2O7ScSe | ωB97M-V with the def2-TZVPD basis set

* frontier orbital gap: 0.3255 hartree
* LUMO energy: 0.22 eV
* maximum force: 0.6 eV/A
* ΔE to the lowest compared entry with this formula, charge and spin: 0.034 eV

Last column: Mulliken charge in e.
Element x y z (Å)
Sc: 0.431 0.292 -0.137  0.20
O: -0.904 0.332 -1.953  -0.20
C: -2.171 1.019 -1.891  -0.59
C: -2.783 0.586 -0.580  -0.99
N: -1.839 0.820 0.520  0.97
C: -2.109 -0.100 1.634  -0.58
C: -1.472 -1.466 1.366  0.37
O: -1.970 -2.506 1.726  -0.69
O: -0.329 -1.365 0.738  -0.22
C: -1.804 2.212 0.982  -0.67
C: -0.481 2.452 1.717  0.30
O: -0.373 3.226 2.633  -0.68
O: 0.499 1.723 1.229  -0.35
H: -0.344 0.656 -2.680  0.25
H: -2.794 0.713 -2.733  0.40
H: -1.995 2.095 -1.940  0.42
H: -2.993 -0.486 -0.619  0.46
H: -3.738 1.097 -0.409  0.33
H: -3.181 -0.201 1.831  0.38
H: -1.644 0.299 2.539  0.37
H: -2.650 2.451 1.634  0.36
H: -1.823 2.887 0.123  0.43
C: 2.762 -0.082 2.111  -0.93
O: 2.395 -0.418 0.765  -0.09
C: 2.805 -1.731 0.382  -0.44
C: 2.650 -1.800 -1.121  -0.69
O: 1.303 -1.502 -1.482  -0.05
C: 0.486 -2.671 -1.646  -0.79
H: 3.848 -0.132 2.206  0.34
H: 2.290 -0.779 2.808  0.34
H: 2.401 0.926 2.288  0.27
H: 2.173 -2.468 0.889  0.26
H: 3.848 -1.886 0.672  0.56
H: 2.935 -2.785 -1.499  0.42
H: 3.276 -1.046 -1.603  0.23
H: 0.899 -3.273 -2.458  0.29
H: -0.509 -2.324 -1.910  0.15
H: 0.424 -3.242 -0.721  0.38
Se: 2.033 1.748 -1.893  -0.19
C: 0.678 3.010 -1.817  0.27
N: -0.228 3.719 -1.700  -0.59

Atoms 1-3, force components in eV/Å:
-0.186 -0.134 0.022
0.281 -0.041 -0.119
-0.022 0.029 -0.029

C11H19N3 | ωB97M-V with the def2-TZVPD basis set

* frontier orbital gap (alpha / beta): 0.2800 / 0.2799 hartree
* LUMO energy (alpha / beta): 0.26 / 0.26 eV
* maximum force: 5.2 eV/A
* ΔE to the lowest compared entry with this formula, charge and spin: 3.816 eV

Last column: Mulliken charge in e.
Element x y z (Å)
C: -2.763 1.722 -0.484  0.59
C: -1.831 1.013 1.649  -0.27
C: -2.758 1.630 0.853  -0.57
C: 0.858 0.039 -0.137  0.14
C: 1.573 -0.908 -0.984  -1.31
C: 2.645 0.928 1.473  -1.31
C: 2.226 1.924 -0.792  -1.39
C: -1.639 -1.139 -1.614  -1.20
C: -2.215 -1.806 0.836  -1.63
C: 1.572 1.281 0.419  0.79
C: -1.134 -1.381 -0.192  0.49
N: -2.902 2.000 -1.601  -0.66
N: -0.757 0.379 1.414  -1.10
N: -0.383 -0.256 0.261  0.88
H: -1.995 1.011 2.678  0.52
H: -3.659 1.991 1.398  0.25
H: 1.669 -0.485 -1.943  0.31
H: 1.150 -1.980 -0.903  0.35
H: 2.690 -0.996 -0.614  0.36
H: 2.756 1.951 1.979  0.35
H: 3.531 0.672 0.961  0.36
H: 2.108 0.169 2.132  0.35
H: 2.503 3.036 -0.751  0.32
H: 1.604 1.837 -1.736  0.31
H: 3.245 1.465 -0.953  0.31
H: -2.409 -1.709 -1.820  0.60
H: -1.941 -0.094 -1.712  0.12
H: -0.903 -1.357 -2.478  0.24
H: -2.610 -2.834 0.560  0.38
H: -3.040 -1.095 1.024  0.33
H: -1.674 -1.736 1.728  0.54
H: 0.842 1.881 0.937  0.61
H: -0.394 -2.231 -0.333  -0.07

Atoms 1-3, force components in eV/Å:
-0.404 1.262 -3.045
-2.124 1.030 -1.637
-1.272 -0.306 3.834

C11H19N4PtSSi | ωB97M-V with the def2-TZVPD basis set

* charge: +3
* frontier orbital gap (alpha / beta): 0.2327 / 0.2203 hartree
* LUMO energy (alpha / beta): -10.98 / -14.29 eV
* maximum force: 2.4 eV/A
* spin multiplicity: 5

Last column: Mulliken charge in e.
Element x y z (Å)
Pt: -0.243 0.693 -0.019  0.65
C: -1.152 -3.048 2.224  -1.71
C: -0.532 -1.943 1.440  0.98
N: -1.170 -0.701 1.282  -0.17
N: -2.183 -0.319 2.034  -0.04
C: -2.658 0.945 1.937  0.78
N: -3.718 1.309 2.606  -0.29
S: -1.815 2.098 0.933  -0.24
C: 0.703 -1.983 0.825  0.46
C: 1.567 -3.135 0.884  -0.83
C: 2.780 -3.123 0.257  -0.43
C: 3.184 -1.982 -0.453  -0.94
C: 2.326 -0.883 -0.500  0.28
N: 1.140 -0.861 0.105  -0.27
H: -2.243 -3.008 2.206  0.56
H: -0.825 -3.031 3.270  0.38
H: -0.877 -4.019 1.818  0.45
H: -2.596 -0.986 2.685  0.26
H: -4.249 0.673 3.196  0.25
H: -4.051 2.269 2.580  0.26
H: 1.238 -4.006 1.433  0.30
H: 3.435 -3.983 0.306  0.49
H: 4.148 -1.930 -0.940  0.45
H: 2.629 0.008 -1.032  0.48
C: 0.402 0.802 -3.247  -0.99
Si: 0.349 2.158 -1.950  0.39
C: 1.877 2.923 -1.168  -0.94
C: -1.109 3.315 -2.166  -1.10
H: 0.580 1.319 -4.201  0.40
H: -0.552 0.281 -3.348  0.39
H: 1.197 0.067 -3.124  0.40
H: 2.300 3.571 -1.952  0.42
H: 2.663 2.233 -0.864  0.37
H: 1.631 3.563 -0.320  0.38
H: -0.905 3.907 -3.068  0.38
H: -1.222 4.015 -1.336  0.40
H: -2.050 2.790 -2.334  0.39

Atoms 1-3, force components in eV/Å:
-0.872 -0.959 2.018
-0.044 0.118 0.223
0.813 -0.831 0.030

C11H20BClF3O4S | ωB97M-V with the def2-TZVPD basis set

* charge: -1
* frontier orbital gap: 0.2704 hartree
* LUMO energy: 2.88 eV
* maximum force: 0.5 eV/A

Last column: Mulliken charge in e.
Element x y z (Å)
C: -1.537 -2.157 -1.098  -0.69
C: -2.684 -1.184 -1.117  0.82
O: -2.648 -0.101 -1.651  -0.61
O: -3.781 -1.638 -0.467  -0.40
C: -4.580 -0.630 0.186  -0.59
C: -3.770 0.246 1.135  -0.87
C: -2.777 -0.531 2.018  -0.44
C: -1.583 0.325 2.457  -0.43
C: -0.445 -0.513 3.081  -1.04
B: 1.026 -0.219 2.425  0.50
S: 2.355 0.373 3.726  -0.41
Cl: 1.734 -1.806 1.619  -0.45
H: -1.804 -3.067 -0.560  0.33
H: -1.241 -2.398 -2.122  0.38
H: -0.705 -1.685 -0.568  -0.06
H: -5.348 -1.191 0.725  0.37
H: -5.082 -0.015 -0.569  0.33
H: -4.490 0.756 1.789  0.51
H: -3.247 1.026 0.576  0.32
H: -3.308 -0.874 2.917  0.32
H: -2.415 -1.426 1.505  0.30
H: -1.942 1.075 3.174  0.26
H: -1.203 0.851 1.573  0.30
H: -0.675 -1.581 3.004  0.29
H: -0.377 -0.285 4.152  0.26
H: 0.976 0.605 1.535  -0.25
H: 1.589 1.249 4.389  0.00
C: 1.466 0.554 -1.874  -0.63
C: 2.855 0.018 -1.622  -0.21
O: 3.795 0.489 -2.630  -0.31
C: 4.278 1.704 -2.475  0.36
O: 4.048 2.493 -1.609  -0.51
C: 5.282 1.998 -3.614  0.89
F: 4.803 1.628 -4.808  -0.25
F: 6.427 1.330 -3.405  -0.26
F: 5.566 3.298 -3.668  -0.25
H: 1.128 0.294 -2.879  0.35
H: 0.782 0.124 -1.144  -0.11
H: 1.438 1.638 -1.772  0.31
H: 2.883 -1.065 -1.702  0.27
H: 3.212 0.291 -0.631  0.33

Atoms 1-3, force components in eV/Å:
-0.223 -0.222 0.096
-0.130 0.286 -0.393
0.049 -0.229 0.223

Question: What is the maximum force in the fourth record?
Answer: 5.2 eV/A

Question: The lowest maximum force belongs to which entry?
Answer: C11H20BClF3O4S